{"formula": "C13H23BrGeHgIN2S", "method": "ωB97M-V/def2-TZVPD", "symbols": ["Hg", "C", "Ge", "C", "C", "C", "H", "H", "H", "H", "H", "H", "H", "H", "H", "H", "H", "C", "N", "C", "S", "N", "C", "H", "H", "H", "H", "H", "H", "H", "H", "Br", "C", "C", "C", "C", "C", "C", "I", "H", "H", "H", "H"], "positions_angstrom": [[0.131, -0.061, 1.410], [-3.385, 0.249, 2.507], [-2.827, -1.505, 1.815], [-3.089, -1.549, -0.125], [-3.899, -2.906, 2.678], [-0.923, -1.742, 2.196], [-4.448, 0.425, 2.338], [-2.830, 1.043, 2.003], [-3.191, 0.321, 3.578], [-4.151, -1.548, -0.374], [-2.637, -2.443, -0.554], [-2.620, -0.683, -0.595], [-4.960, -2.777, 2.465], [-3.760, -2.882, 3.759], [-3.595, -3.889, 2.318], [-0.550, -2.653, 1.727], [-0.730, -1.801, 3.267], [0.870, 4.798, 0.826], [0.904, 3.751, 1.827], [1.821, 2.781, 1.886], [1.606, 1.513, 3.024], [2.859, 2.853, 1.061], [3.876, 1.831, 0.882], [-0.046, 5.367, 0.954], [0.863, 4.370, -0.180], [1.714, 5.482, 0.942], [0.114, 3.620, 2.435], [2.840, 3.583, 0.367], [3.605, 0.957, 1.465], [4.848, 2.196, 1.212], [3.917, 1.555, -0.171], [0.567, -2.815, -1.120], [1.135, -2.230, -2.836], [1.374, -3.155, -3.846], [1.795, -2.700, -5.089], [1.979, -1.344, -5.329], [1.740, -0.417, -4.316], [1.327, -0.908, -3.107], [0.365, 1.306, -0.972], [1.232, -4.211, -3.660], [1.980, -3.416, -5.879], [2.307, -1.007, -6.304], [1.872, 0.645, -4.484]], "e_above_lowest_ev": 0.1444, "homo_lumo_gap_ha": [0.3016, 0.3014], "fmax_ha_per_bohr": 0.0051, "multiplicity": 2, "s_squared": 0.76, "charge": 0}